(1)
# C2H5I2NO

2 unconnected molecules or ions with the total composition C2H5I2NO (ωB97M-V/def2-TZVPD, the OMol25 dataset).

As for the spin multiplicity: 1. The energy relative to the best compared isomer or geometry (same formula, charge and spin) is 0.0000 eV. As for the largest force on an atom: 0.08975 Eh/bohr. Its HOMO energy is -0.3108 hartree.

Each line ends with the Mulliken charge.
Cartesian coordinates (Å):
C  0.716  0.062  -0.638  -0.25
C  -0.748  0.310  -0.902  -0.70
N  0.550  -0.683  1.506  -0.65
O  -1.544  -0.758  -0.802  -0.51
I  2.538  -0.762  2.238  0.09
I  -0.538  0.834  2.252  0.15
H  1.245  -0.770  -0.845  0.35
H  1.414  0.909  -0.526  0.29
H  -0.816  0.640  -1.917  0.42
H  -1.055  1.158  -0.466  0.44
H  -1.760  -0.939  0.100  0.36

=====

(2)
# C2H5IN

A gas-phase ion, C2H5IN (charge +1) (ωB97M-V/def2-TZVPD, the OMol25 dataset).

As for the spin multiplicity: 1. The energy relative to the best compared isomer or geometry (same formula, charge and spin) is 1.7848 eV. As for the largest force on an atom: 0.10825 Eh/bohr. Its HOMO energy is -0.5268 hartree. Its charge is +1.

Each line ends with the Mulliken charge.
Cartesian coordinates (Å):
C  -0.308  0.202  -0.155  -0.18
C  0.821  -1.157  0.186  -0.57
N  -1.134  1.187  0.177  -0.23
I  2.358  0.237  -0.108  0.31
H  -0.384  -0.004  -1.310  0.32
H  0.694  -1.918  -0.528  0.37
H  0.745  -1.701  1.105  0.40
H  -1.131  1.340  1.126  0.27
H  -1.660  1.813  -0.493  0.31

=====

(3)
# C2H5IN

A gas-phase ion, C2H5IN (charge +1) (ωB97M-V/def2-TZVPD, the OMol25 dataset).

As for the spin multiplicity: 1. The energy relative to the best compared isomer or geometry (same formula, charge and spin) is 0.0000 eV. As for the largest force on an atom: 0.06040 Eh/bohr. Its HOMO energy is -0.5352 hartree. Its charge is +1.

Each line ends with the Mulliken charge.
Cartesian coordinates (Å):
C  -0.186  -0.155  0.434  0.06
C  0.386  1.055  -0.219  -0.82
N  -0.843  -1.103  -0.193  -0.28
I  2.320  -0.118  0.034  0.33
H  -0.139  -0.266  1.551  0.40
H  0.553  1.884  0.428  0.35
H  0.161  1.231  -1.275  0.38
H  -0.936  -0.773  -1.183  0.29
H  -1.314  -1.754  0.423  0.29

=====

(4)
# C2H5IN2

A molecular structure, C2H5IN2 (ωB97M-V/def2-TZVPD, the OMol25 dataset).

As for the spin multiplicity: 1. The energy relative to the best compared isomer or geometry (same formula, charge and spin) is 3.7329 eV. As for the largest force on an atom: 0.07583 Eh/bohr. Its HOMO energy (alpha / beta) is -0.2784 / -0.2783 hartree.

Each line ends with the Mulliken charge.
Cartesian coordinates (Å):
C  0.004  -0.822  0.881  0.00
C  -1.030  -0.282  0.028  -0.43
N  0.858  -0.897  -0.342  -0.65
N  -0.185  -0.395  -0.990  0.22
I  -2.945  0.403  0.040  0.12
H  0.385  -0.102  1.604  0.21
H  -0.142  -1.660  1.548  0.30
H  1.446  1.462  -0.482  -0.30
H  1.789  2.305  -0.303  0.29
H  -0.178  -0.011  -1.984  0.24